No. 1
{
  "formula": "C44H60Cl2KN7",
  "method": "ωB97M-V/def2-TZVPD",
  "symbols": ["K", "C", "C", "C", "N", "C", "C", "C", "C", "C", "C", "C", "N", "C", "C", "C", "N", "C", "C", "C", "C", "C", "C", "C", "N", "C", "C", "H", "H", "H", "H", "H", "H", "H", "H", "H", "H", "H", "H", "H", "H", "H", "H", "H", "H", "H", "H", "H", "H", "H", "H", "H", "H", "C", "C", "C", "C", "C", "C", "C", "C", "C", "C", "C", "C", "N", "C", "C", "C", "C", "C", "N", "C", "C", "C", "C", "H", "H", "H", "H", "H", "H", "H", "H", "H", "H", "H", "H", "H", "H", "H", "H", "H", "H", "H", "H", "H", "H", "H", "H", "H", "H", "H", "H", "H", "N", "H", "H", "H", "Cl", "C", "Cl", "H", "H"],
  "xyz": [[-0.610, -0.069, -0.264], [2.517, 1.501, -1.725], [2.992, 0.390, -0.771], [2.712, -1.026, -1.268], [1.297, -1.312, -1.376], [0.949, -2.383, -2.013], [1.891, -3.344, -2.539], [1.781, -4.228, -3.592], [0.732, -4.429, -4.487], [-0.545, -3.869, -4.357], [-1.098, -3.153, -3.324], [-0.524, -2.714, -2.070], [-1.185, -2.560, -0.969], [-2.540, -3.092, -0.900], [-3.698, -2.211, -1.396], [-3.767, -0.811, -0.771], [-2.838, 0.104, -1.384], [-3.130, 0.744, -2.470], [-4.387, 0.601, -3.157], [-4.957, 1.287, -4.209], [-4.461, 2.313, -5.010], [-3.178, 2.850, -4.918], [-2.139, 2.564, -4.061], [-2.020, 1.673, -2.939], [-0.946, 1.589, -2.226], [0.195, 2.440, -2.450], [1.216, 2.218, -1.308], [2.379, 1.063, -2.719], [3.311, 2.245, -1.837], [2.536, 0.519, 0.216], [4.075, 0.456, -0.637], [3.190, -1.727, -0.565], [3.222, -1.169, -2.236], [2.850, -3.342, -2.033], [2.676, -4.814, -3.788], [0.912, -5.076, -5.338], [-1.221, -4.057, -5.188], [-2.129, -2.861, -3.466], [-2.732, -3.308, 0.159], [-2.598, -4.050, -1.439], [-4.626, -2.754, -1.180], [-3.645, -2.084, -2.478], [-3.507, -0.887, 0.293], [-4.805, -0.451, -0.809], [-5.026, -0.172, -2.750], [-5.965, 0.960, -4.457], [-5.112, 2.702, -5.785], [-2.948, 3.612, -5.660], [-1.234, 3.125, -4.263], [-0.099, 3.501, -2.481], [0.674, 2.231, -3.421], [0.713, 1.634, -0.541], [1.460, 3.176, -0.843], [5.074, 1.947, 2.583], [3.881, 1.389, 3.365], [4.004, 1.812, 4.832], [3.764, -0.122, 3.212], [4.891, -0.902, 3.462], [4.880, -2.273, 3.278], [3.726, -2.883, 2.808], [2.580, -2.150, 2.541], [1.315, -2.833, 2.069], [1.579, -4.025, 1.152], [0.462, -3.260, 3.267], [2.575, -0.757, 2.778], [1.395, -0.046, 2.533], [0.910, 0.648, 3.508], [-0.174, 1.563, 3.482], [-0.539, 2.377, 4.575], [-1.554, 3.201, 4.114], [-1.765, 2.833, 2.758], [-0.949, 1.846, 2.383], [-2.807, 3.436, 1.838], [-4.206, 3.015, 2.312], [-2.601, 2.953, 0.409], [-2.707, 4.967, 1.878], [5.035, 3.039, 2.566], [5.073, 1.588, 1.557], [6.021, 1.655, 3.045], [2.977, 1.839, 2.956], [4.882, 1.347, 5.291], [3.127, 1.520, 5.410], [4.113, 2.897, 4.910], [5.802, -0.421, 3.803], [5.766, -2.862, 3.487], [3.721, -3.955, 2.644], [0.745, -2.095, 1.503], [1.963, -4.887, 1.707], [2.297, -3.770, 0.371], [0.652, -4.321, 0.657], [0.993, -4.010, 3.863], [-0.483, -3.693, 2.931], [0.236, -2.411, 3.915], [1.384, 0.565, 4.496], [-0.089, 2.363, 5.559], [-2.078, 3.967, 4.669], [-4.297, 1.926, 2.294], [-4.978, 3.434, 1.658], [-4.391, 3.353, 3.335], [-2.705, 1.871, 0.345], [-1.600, 3.201, 0.051], [-3.335, 3.405, -0.265], [-2.934, 5.357, 2.873], [-3.409, 5.411, 1.165], [-1.697, 5.285, 1.612], [-2.334, -1.021, 2.965], [-1.351, -0.960, 3.212], [-2.565, -0.076, 2.668], [-2.370, -1.597, 2.129], [-0.459, -0.275, -5.380], [1.118, -0.914, -4.930], [2.352, -0.636, -6.194], [1.034, -1.986, -4.782], [1.444, -0.412, -4.028]],
  "atomic_forces_ev_per_a": [[-0.15, 0.07, 1.57], [-0.08, -0.07, 0.04], [-0.05, 0.01, -0.01], [0.04, 0.06, 0.00], [0.46, -0.30, -0.20], [0.03, -0.08, -0.03], [-0.02, -0.06, -0.01], [-0.05, 0.04, 0.01], [-0.03, -0.05, -0.04], [0.01, -0.01, 0.09], [0.02, -0.05, -0.06], [0.15, -0.22, 0.15], [-0.15, -0.20, -0.16], [-0.02, 0.03, -0.08], [0.13, 0.06, 0.01], [-0.10, -0.05, -0.18], [-0.49, -0.02, -0.29], [-0.12, 0.03, 0.05], [-0.03, 0.00, -0.05], [0.13, 0.01, 0.01], [-0.04, 0.02, -0.02], [-0.03, -0.08, 0.04], [-0.03, 0.11, 0.00], [0.05, -0.02, -0.09], [-0.08, 0.13, -0.20], [0.05, 0.09, 0.06], [0.07, -0.04, -0.26], [0.00, 0.01, -0.01], [0.00, 0.00, -0.05], [0.04, 0.01, 0.00], [0.07, 0.05, 0.08], [-0.01, -0.02, -0.03], [0.01, 0.01, -0.01], [0.00, 0.00, -0.04], [0.02, 0.02, 0.01], [0.00, 0.01, 0.00], [-0.02, 0.00, 0.00], [0.00, -0.02, 0.01], [-0.01, -0.01, 0.00], [0.01, -0.01, 0.00], [0.00, -0.02, 0.01], [-0.06, -0.01, -0.02], [-0.05, -0.01, 0.00], [0.00, 0.03, 0.05], [0.01, 0.01, 0.02], [-0.01, -0.01, 0.00], [0.00, -0.01, -0.01], [0.02, 0.01, 0.00], [0.00, 0.00, 0.01], [-0.04, -0.01, -0.01], [-0.02, 0.02, -0.01], [0.39, 0.55, -0.05], [0.03, -0.02, 0.05], [-0.05, -0.01, 0.02], [0.01, -0.05, 0.03], [-0.04, 0.00, -0.03], [-0.12, 0.00, -0.10], [0.01, -0.05, 0.01], [-0.01, 0.00, 0.03], [0.05, -0.02, -0.03], [0.00, 0.04, 0.05], [-0.01, -0.03, -0.02], [-0.03, 0.06, 0.00], [-0.02, 0.04, -0.03], [0.14, -0.05, 0.16], [-0.06, 0.07, -0.11], [0.11, 0.04, 0.03], [-0.11, -0.04, -0.03], [0.06, -0.04, 0.01], [-0.04, 0.00, -0.07], [-0.04, -0.02, 0.19], [0.11, 0.11, -0.17], [0.02, -0.01, 0.01], [0.01, 0.00, -0.03], [0.02, 0.02, 0.05], [0.02, -0.02, -0.01], [0.01, -0.01, 0.01], [-0.01, -0.02, -0.11], [0.00, 0.00, -0.03], [-0.02, 0.01, -0.02], [0.00, 0.01, 0.00], [-0.01, -0.01, 0.02], [0.00, -0.01, 0.00], [-0.01, 0.00, -0.01], [0.00, 0.01, -0.01], [-0.01, 0.02, -0.01], [0.01, 0.00, -0.05], [0.00, 0.00, -0.02], [0.00, -0.01, -0.03], [-0.02, -0.01, 0.00], [0.00, 0.00, 0.00], [0.00, 0.00, 0.01], [0.02, -0.01, 0.01], [0.00, 0.00, 0.04], [0.00, 0.00, -0.01], [0.00, -0.01, 0.00], [-0.02, 0.01, 0.00], [0.01, 0.00, 0.01], [0.00, -0.01, 0.00], [0.01, 0.02, -0.08], [-0.02, 0.00, -0.02], [0.00, -0.01, 0.00], [0.02, 0.00, 0.00], [-0.01, 0.00, 0.02], [-0.01, 0.01, -0.01], [-0.03, -0.07, -0.08], [0.01, 0.01, 0.00], [0.04, 0.02, 0.01], [0.00, -0.03, 0.02], [0.03, 0.08, -0.09], [-0.06, -0.10, 0.10], [0.01, 0.02, 0.00], [0.03, 0.06, -0.07], [0.00, 0.01, 0.01]],
  "charge": -2,
  "homo_ev": -1.5062,
  "orbital_gap_ha": 0.20233
}

***

No. 2
{
  "formula": "C44H60IrN2O2P2S6Sb2Si3",
  "method": "ωB97M-V/def2-TZVPD",
  "symbols": ["Ir", "C", "S", "C", "C", "C", "N", "P", "C", "C", "C", "C", "C", "C", "C", "C", "C", "C", "C", "C", "P", "C", "C", "C", "C", "C", "C", "C", "C", "C", "C", "C", "C", "H", "H", "H", "H", "H", "H", "H", "H", "H", "H", "H", "H", "H", "H", "H", "H", "H", "H", "H", "H", "H", "H", "H", "H", "H", "H", "H", "H", "H", "S", "Sb", "S", "S", "C", "Si", "C", "C", "Sb", "Si", "C", "C", "C", "Si", "C", "C", "C", "H", "H", "H", "H", "H", "H", "H", "H", "H", "H", "H", "H", "H", "H", "H", "H", "H", "H", "H", "H", "H", "H", "H", "H", "H", "H", "H", "O", "S", "O", "N", "C", "S", "C", "C", "C", "C", "C", "C", "H", "H", "H", "H"],
  "xyz": [[0.068, 1.348, 1.006], [-3.209, -5.898, 0.559], [-4.288, -4.844, 1.538], [-3.064, -3.606, 2.018], [-3.732, -2.391, 2.632], [-2.733, -1.309, 3.019], [-1.847, -0.893, 1.926], [-2.070, 0.397, 0.857], [-3.859, 0.642, 0.496], [-4.465, 1.879, 0.652], [-5.800, 2.048, 0.325], [-6.539, 0.979, -0.156], [-5.936, -0.262, -0.318], [-4.599, -0.426, -0.006], [-1.844, -0.340, -0.836], [-1.778, -1.650, -1.101], [-2.059, -2.200, -2.420], [-2.297, -1.406, -3.462], [-2.046, 0.067, -3.380], [-2.090, 0.648, -1.956], [-0.159, -0.679, 2.191], [0.417, -2.409, 2.418], [0.983, -2.829, 3.624], [1.423, -4.135, 3.777], [1.320, -5.033, 2.731], [0.771, -4.625, 1.525], [0.331, -3.325, 1.373], [0.298, 0.039, 3.825], [1.642, 0.385, 3.947], [2.156, 0.877, 5.133], [1.317, 1.077, 6.220], [-0.027, 0.762, 6.106], [-0.529, 0.225, 4.930], [-3.785, -6.761, 0.235], [-2.364, -6.252, 1.148], [-2.841, -5.377, -0.324], [-2.515, -3.311, 1.124], [-2.351, -4.048, 2.721], [-4.263, -2.680, 3.544], [-4.486, -1.994, 1.950], [-2.088, -1.691, 3.815], [-3.257, -0.429, 3.411], [-3.893, 2.721, 1.021], [-6.257, 3.018, 0.450], [-7.581, 1.111, -0.410], [-6.504, -1.104, -0.686], [-4.145, -1.399, -0.144], [-1.661, -2.345, -0.286], [-2.158, -3.273, -2.512], [-2.552, -1.835, -4.418], [-1.022, 0.203, -3.742], [-3.077, 1.091, -1.778], [1.067, -2.146, 4.453], [1.851, -4.444, 4.720], [1.669, -6.048, 2.853], [0.692, -5.319, 0.701], [-0.084, -3.027, 0.427], [2.311, 0.279, 3.096], [3.207, 1.117, 5.203], [1.706, 1.482, 7.143], [-0.698, 0.935, 6.937], [-1.580, -0.014, 4.889], [-2.035, 5.805, 1.784], [-0.758, 4.367, 2.932], [-1.719, 2.109, 2.272], [0.831, 3.546, 1.315], [2.598, -2.484, -0.435], [3.701, -1.254, 0.450], [3.955, -1.727, 2.246], [5.396, -1.304, -0.347], [2.562, 0.996, 0.084], [2.718, 1.124, -2.487], [1.579, -0.218, -3.139], [4.430, 0.750, -3.170], [2.296, 2.869, -3.009], [4.243, 2.783, 0.861], [3.908, 4.363, -0.072], [4.136, 2.954, 2.721], [5.973, 2.197, 0.436], [2.764, -3.494, -0.062], [2.803, -2.472, -1.502], [1.547, -2.241, -0.307], [4.651, -2.568, 2.231], [3.045, -2.048, 2.746], [4.402, -0.935, 2.842], [5.835, -2.279, -0.134], [6.063, -0.548, 0.049], [5.366, -1.179, -1.421], [2.144, -1.139, -3.270], [1.180, 0.065, -4.112], [0.747, -0.430, -2.473], [4.627, -0.317, -3.227], [5.239, 1.212, -2.612], [4.467, 1.146, -4.185], [1.625, 3.402, -2.337], [1.834, 2.864, -3.996], [3.214, 3.450, -3.079], [2.868, 4.660, -0.013], [4.176, 4.266, -1.122], [4.516, 5.160, 0.361], [3.104, 2.995, 3.063], [4.630, 3.879, 3.015], [4.642, 2.124, 3.213], [6.093, 1.927, -0.609], [6.258, 1.341, 1.040], [6.675, 3.002, 0.650], [-2.096, 5.708, -5.003], [-1.283, 4.534, -5.041], [-0.100, 4.485, -5.850], [-0.882, 4.057, -3.497], [-1.392, 2.909, -3.238], [-0.924, 2.059, -1.779], [-2.271, 2.317, -4.291], [-2.931, 0.982, -4.250], [-3.280, 0.530, -5.638], [-3.265, 1.366, -6.708], [-2.801, 2.702, -6.621], [-2.268, 3.104, -5.392], [-3.895, 1.078, -3.709], [-3.645, -0.478, -5.763], [-3.594, 0.999, -7.670], [-2.795, 3.353, -7.478]],
  "atomic_forces_ev_per_a": [[0.65, -1.47, 1.68], [0.06, -0.09, -0.03], [-0.04, 0.05, -0.01], [0.01, -0.03, 0.06], [-0.18, 0.00, 0.10], [-0.31, -0.13, -0.09], [0.61, -0.04, 0.49], [0.63, 0.25, -1.63], [0.16, 0.33, 0.63], [0.09, 0.19, 0.08], [-0.13, -0.03, -0.10], [-0.02, 0.05, -0.01], [-0.05, 0.02, 0.01], [-0.04, -0.25, 0.04], [-0.18, -0.12, -0.15], [0.05, 0.26, 0.11], [-0.09, 0.11, -0.14], [0.01, -0.04, 0.15], [0.16, 0.03, -0.09], [0.01, -0.13, 0.23], [0.00, 1.10, 0.14], [0.24, 0.19, -0.15], [-0.29, -0.06, 0.00], [-0.02, 0.06, 0.11], [0.01, -0.11, -0.05], [-0.02, -0.12, 0.07], [-0.28, -0.01, 0.18], [-0.16, -0.36, 0.22], [0.21, -0.02, -0.26], [-0.11, 0.03, 0.07], [0.04, -0.03, -0.03], [-0.01, 0.01, 0.01], [-0.11, -0.02, -0.09], [-0.06, -0.02, -0.01], [0.02, 0.01, 0.06], [0.00, 0.06, -0.02], [-0.01, -0.05, 0.04], [0.04, 0.00, -0.03], [-0.01, -0.01, -0.02], [0.07, -0.01, 0.07], [-0.08, -0.05, -0.06], [0.03, -0.06, 0.00], [0.03, -0.02, 0.03], [-0.05, 0.08, -0.01], [-0.06, 0.00, -0.01], [-0.05, -0.05, -0.03], [0.00, 0.07, -0.05], [-0.11, 0.00, 0.07], [0.02, -0.08, -0.04], [-0.01, -0.02, -0.16], [0.04, -0.05, -0.09], [0.00, -0.12, -0.04], [0.04, 0.07, 0.08], [0.02, -0.02, 0.05], [0.02, -0.06, 0.00], [0.00, -0.04, -0.07], [-0.07, 0.04, -0.06], [-0.11, -0.01, 0.07], [0.07, 0.06, -0.02], [0.02, 0.03, 0.04], [-0.01, -0.02, 0.03], [0.02, 0.06, -0.04], [0.05, 0.05, 0.13], [-0.13, 0.71, 0.17], [-1.24, -0.73, 0.46], [0.30, 0.06, -0.91], [0.09, 0.07, -0.03], [0.10, -0.04, -0.16], [-0.05, 0.02, -0.12], [-0.11, -0.03, 0.16], [-0.07, 0.02, -0.37], [0.08, 0.06, 0.08], [0.03, 0.07, 0.03], [-0.09, 0.02, 0.05], [-0.12, -0.09, 0.12], [-0.10, 0.04, -0.02], [0.10, -0.05, 0.09], [-0.07, -0.03, -0.14], [-0.12, -0.01, 0.05], [0.01, -0.10, 0.00], [0.12, 0.01, -0.17], [0.12, 0.10, -0.09], [0.05, -0.11, 0.10], [0.04, 0.00, -0.04], [0.11, 0.12, 0.01], [0.07, -0.13, 0.00], [0.14, 0.11, 0.11], [-0.06, 0.01, -0.23], [0.06, -0.11, -0.03], [-0.04, 0.04, -0.16], [-0.12, 0.01, 0.11], [0.01, -0.14, -0.01], [0.08, 0.11, 0.09], [0.01, 0.03, -0.13], [-0.05, -0.04, 0.04], [-0.05, 0.03, -0.13], [0.12, 0.05, -0.03], [-0.15, 0.05, 0.02], [0.09, -0.03, -0.11], [0.09, 0.08, 0.01], [-0.08, 0.03, -0.01], [0.08, 0.09, 0.09], [0.08, -0.08, 0.04], [-0.02, -0.02, -0.17], [0.07, -0.11, 0.12], [0.11, 0.14, 0.05], [0.09, 0.02, -0.07], [0.04, -0.03, 0.17], [-0.11, 0.10, 0.04], [0.25, 0.20, 0.11], [-0.31, -0.24, -0.37], [-0.35, 0.26, -0.43], [0.28, 0.08, 0.49], [-0.12, 0.05, 0.00], [0.06, 0.17, -0.08], [-0.01, -0.17, 0.09], [0.04, 0.10, 0.25], [-0.17, -0.15, -0.42], [0.08, -0.04, -0.05], [-0.05, -0.10, 0.00], [-0.04, -0.04, -0.05], [0.04, 0.07, -0.10]],
  "charge": 0,
  "homo_ev": [-6.7787, -6.7786],
  "orbital_gap_ha": [0.22749, 0.19595],
  "multiplicity": 2
}